## P
A cluster of 13 separate species, H26O13 in total, computed with ωB97M-V/def2-TZVPD.

Values from the calculation:
HOMO = -10.400 eV
HOMO-LUMO gap = 9.883 eV

Last columns: bonded neighbours and bond lengths (Å).
Element x y z (Å)
1 H -0.75812 -0.14556 0.78470  O27 0.993
2 H -1.06267 1.20902 0.15297  O27 0.969
3 H -0.26451 -0.69489 -3.03453  O28 1.015
4 H 0.60037 -1.89978 -2.62090  O28 0.979
5 H 2.58360 2.51218 -1.27967  O29 0.988
6 H 4.09280 2.35692 -1.30075  O29 0.884
7 H 2.00598 -3.02001 -0.30618  O30 1.039
8 H 2.43661 -3.98161 0.93265  O30 0.954
9 H 0.08965 -2.75830 2.99185  O31 1.014
10 H 1.29993 -3.61234 2.44211  O31 0.927
11 H -3.84007 0.02743 -1.91685  O32 0.968
12 H -2.30627 -0.37733 -1.55311  O32 1.040
13 H -0.80073 0.54192 3.71505  O33 1.026
14 H -0.91382 1.32212 4.99060  O33 0.923
15 H -3.41217 -3.17546 -1.22998  O34 0.932
16 H -4.21646 -2.47625 -2.36901  O34 0.981
17 H -1.85867 4.35176 1.78631  O35 1.041
18 H -0.68165 4.48272 2.91991  O35 0.969
19 H -0.36758 3.29147 -0.33930  O36 1.014
20 H 0.75557 3.08501 0.69119  O36 0.995
21 H 0.42801 -4.56266 0.86759  O37 1.016
22 H -0.56749 -4.39984 -0.27191  O37 0.978
23 H -0.30725 5.59923 -0.67621  O38 0.957
24 H 0.14314 5.48447 -2.19218  O38 1.021
25 H 2.71590 0.31498 -0.16800  O39 1.003
26 H 3.00070 -0.52751 -1.55868  O39 0.981
27 O -1.50318 0.37928 0.39157  H1 0.993, H2 0.969
28 O 0.37825 -1.37936 -3.41934  H3 1.015, H4 0.979
29 O 3.43813 2.83230 -1.65789  H5 0.988, H6 0.884
30 O 2.77467 -3.54411 0.15559  H7 1.039, H8 0.954
31 O 0.60465 -3.06139 2.17213  H9 1.014, H10 0.927
32 O -3.26130 -0.20880 -1.17789  H11 0.968, H12 1.040
33 O -0.72687 0.45515 4.73436  H13 1.026, H14 0.923
34 O -4.21789 -2.75150 -1.42766  H15 0.932, H16 0.981
35 O -1.40793 3.91660 2.61730  H17 1.041, H18 0.969
36 O 0.54338 2.85433 -0.25359  H19 1.014, H20 0.995
37 O 0.28544 -4.84553 -0.09819  H21 1.016, H22 0.978
38 O -0.14874 4.95776 -1.36813  H23 0.957, H24 1.021
39 O 3.39205 0.02682 -0.85048  H25 1.003, H26 0.981

Löwdin population analysis, charges in e, atoms 1 to 5: 0.060, 0.008, 0.063, 0.026, 0.018

## Q
A cluster of 13 separate species, H26O13 in total, computed with ωB97M-V/def2-TZVPD.

Values from the calculation:
HOMO = -11.298 eV
HOMO-LUMO gap = 11.311 eV

Last columns: bonded neighbours and bond lengths (Å).
Element x y z (Å)
1 O 27.20765 -32.56552 -27.84694  H2 0.957, H3 0.957
2 H 27.12345 -31.61873 -27.73414  O1 0.957
3 H 27.03329 -32.71290 -28.77651  O1 0.957
4 O 30.37053 -36.15036 -37.62953  H5 0.957, H6 0.957
5 H 29.99887 -36.76811 -38.25919  O4 0.957
6 H 30.74098 -36.70292 -36.94127  O4 0.957
7 O 28.72082 -32.95678 -34.20443  H8 0.957, H9 0.957
8 H 28.83242 -33.38929 -35.05102  O7 0.957
9 H 29.48535 -33.22553 -33.69501  O7 0.957
10 O 25.58962 -27.58966 -31.89486  H11 0.957, H12 0.957
11 H 25.93384 -26.78215 -32.27654  O10 0.957
12 H 26.35054 -28.16640 -31.82697  O10 0.957
13 O 30.32859 -32.85425 -41.43913  H14 0.957, H15 0.957
14 H 31.15881 -33.01569 -41.88737  O13 0.957
15 H 30.36512 -33.40832 -40.65944  O13 0.957
16 O 32.23600 -34.92755 -30.91732  H17 0.957, H18 0.957
17 H 32.31219 -35.12196 -29.98318  O16 0.957
18 H 32.90673 -34.26429 -31.07991  O16 0.957
19 O 28.74148 -28.34436 -35.77418  H20 0.957, H21 0.957
20 H 28.82724 -29.18634 -35.32703  O19 0.957
21 H 29.63867 -28.01883 -35.84701  O19 0.957
22 O 34.23693 -30.37478 -32.09862  H23 0.957, H24 0.957
23 H 34.64491 -30.44207 -32.96190  O22 0.957
24 H 34.88929 -29.92809 -31.55905  O22 0.957
25 O 24.24344 -33.81645 -31.65560  H26 0.957, H27 0.957
26 H 24.36755 -33.47834 -32.54246  O25 0.957
27 H 23.98443 -34.72939 -31.78088  O25 0.957
28 O 23.73079 -31.33415 -35.93399  H29 0.957, H30 0.957
29 H 24.34506 -30.80318 -35.42705  O28 0.957
30 H 22.89714 -31.24290 -35.47255  O28 0.957
31 O 24.42335 -34.71344 -39.27088  H32 0.957, H33 0.957
32 H 24.30788 -34.29954 -40.12621  O31 0.957
33 H 24.33690 -33.99581 -38.64337  O31 0.957
34 O 33.19421 -37.92190 -34.31051  H35 0.957, H36 0.957
35 H 34.11578 -37.68475 -34.41392  O34 0.957
36 H 32.91869 -37.47173 -33.51198  O34 0.957
37 O 29.94035 -28.76189 -30.27347  H38 0.957, H39 0.957
38 H 30.20505 -28.56052 -29.37591  O37 0.957
39 H 30.66453 -29.27835 -30.62710  O37 0.957

Löwdin population analysis, charges in e, atoms 1 to 5: -0.056, 0.027, 0.028, -0.057, 0.030

Which of them is most stable, and which least? Most stable: Q; least stable: P.

## P
A cluster of 13 separate species, H26O13 in total, computed with ωB97M-V/def2-TZVPD.

Values from the calculation:
HOMO = -10.713 eV
HOMO-LUMO gap = 9.921 eV

Last columns: bonded neighbours and bond lengths (Å).
Element x y z (Å)
1 O -1.26124 -2.28707 3.97688  H2 0.957, H3 0.957
2 H -0.55131 -1.67332 3.78837  O1 0.957
3 H -1.96508 -1.74008 4.32566  O1 0.957
4 O 0.05727 -0.90849 0.02147  H5 0.957, H6 0.957
5 H -0.85221 -0.85506 0.31510  O4 0.957
6 H 0.36804 -0.00328 0.03697  O4 0.957
7 O -2.60853 0.76320 -3.65222  H8 0.957, H9 0.957
8 H -1.85604 1.33949 -3.78596  O7 0.957
9 H -2.94387 1.00294 -2.78834  O7 0.957
10 O -4.12901 -2.77781 -3.14748  H11 0.957, H12 0.957
11 H -3.79795 -3.19253 -2.35084  O10 0.957
12 H -3.46974 -2.11950 -3.36710  O10 0.957
13 O -1.25373 3.73329 2.37561  H14 0.957, H15 0.957
14 H -1.75725 4.21116 3.03466  O13 0.957
15 H -0.82582 4.41604 1.85892  O13 0.957
16 O 3.64902 -3.35652 0.38131  H17 0.957, H18 0.957
17 H 4.38405 -2.76315 0.53580  O16 0.957
18 H 2.87738 -2.79019 0.39049  O16 0.957
19 O 5.74299 0.08719 0.74547  H20 0.957, H21 0.957
20 H 5.55978 0.44709 1.61330  O19 0.957
21 H 5.02561 0.40533 0.19739  O19 0.957
22 O 0.25519 3.81196 -3.80417  H23 0.957, H24 0.957
23 H 0.24011 4.76839 -3.76879  O22 0.957
24 H 0.88376 3.55671 -3.12891  O22 0.957
25 O 3.21311 2.79578 -0.75427  H26 0.957, H27 0.957
26 H 3.03002 3.48258 -0.11316  O25 0.957
27 H 3.88252 3.17275 -1.32525  O25 0.957
28 O 1.68812 1.07366 3.69088  H29 0.957, H30 0.957
29 H 1.05214 1.64131 3.25552  O28 0.957
30 H 2.52015 1.54018 3.61136  O28 0.957
31 O 1.18805 -3.50848 -3.27707  H32 0.957, H33 0.957
32 H 0.55465 -3.07856 -2.70242  O31 0.957
33 H 1.96573 -3.62621 -2.73155  O31 0.957
34 O -3.49943 0.98308 0.49287  H35 0.957, H36 0.957
35 H -4.32273 1.21331 0.92346  O34 0.957
36 H -2.83073 1.46337 0.98113  O34 0.957
37 O -3.42532 -3.83944 1.00373  H38 0.957, H39 0.957
38 H -4.13915 -3.56263 1.57822  O37 0.957
39 H -2.64851 -3.82649 1.56286  O37 0.957

Löwdin population analysis, charges in e, atoms 1 to 5: -0.047, 0.025, 0.029, -0.045, 0.023

## Q
A cluster of 13 separate species, H26O13 in total, computed with ωB97M-V/def2-TZVPD.

Values from the calculation:
HOMO = -10.503 eV
HOMO-LUMO gap = 10.700 eV

Last columns: bonded neighbours and bond lengths (Å).
Element x y z (Å)
1 O 2.05933 2.64893 -1.21717  H2 0.968, H3 0.959
2 H 1.88501 1.69827 -1.26316  O1 0.968
3 H 2.19397 2.92698 -2.12495  O1 0.959
4 O -3.44388 0.49136 -2.03631  H5 0.960, H6 0.968
5 H -4.28920 0.48125 -1.58158  O4 0.960
6 H -2.77320 0.66334 -1.35939  O4 0.968
7 O 2.29877 -1.25172 -0.09312  H8 0.988, H9 0.959
8 H 1.75144 -2.05637 0.07776  O7 0.988
9 H 3.18960 -1.58401 0.03471  O7 0.959
10 O -0.56550 1.94449 2.28838  H11 0.968, H12 0.959
11 H 0.30600 1.56319 2.46858  O10 0.968
12 H -1.18370 1.67660 2.97069  O10 0.959
13 O -2.12190 2.83971 0.27136  H14 0.957, H15 0.953
14 H -2.96979 3.22086 0.49811  O13 0.957
15 H -1.56960 2.78745 1.04611  O13 0.953
16 O -1.07188 -0.82475 1.63047  H17 0.968, H18 0.963
17 H -1.21752 -0.40415 0.77109  O16 0.968
18 H -0.13021 -0.94192 1.79559  O16 0.963
19 O 1.36856 0.16946 -2.19246  H20 0.963, H21 0.975
20 H 1.52118 -0.20888 -3.06524  O19 0.963
21 H 1.39684 -0.59386 -1.58595  O19 0.975
22 O 1.27284 -3.61950 0.59369  H23 0.966, H24 0.960
23 H 0.65988 -3.43391 1.31631  O22 0.966
24 H 0.76934 -4.06441 -0.09207  O22 0.960
25 O 1.97313 2.00127 1.48015  H26 0.964, H27 0.958
26 H 2.40078 2.80056 1.15301  O25 0.964
27 H 1.81860 1.53040 0.66063  O25 0.958
28 O -0.94713 0.63244 -0.76973  H29 0.981, H30 0.961
29 H -1.37852 1.46015 -0.46757  O28 0.981
30 H -0.09207 0.97272 -1.04532  O28 0.961
31 O -1.49586 -3.43524 0.90930  H32 0.965, H33 0.967
32 H -2.36567 -3.44491 1.32663  O31 0.965
33 H -1.56893 -2.55804 0.50918  O31 0.967
34 O 1.89960 -0.80623 2.50086  H35 0.964, H36 0.965
35 H 2.38534 -0.04143 2.17291  O34 0.964
36 H 2.03443 -1.49009 1.83326  O34 0.965
37 O -1.25347 -0.80974 -3.31723  H38 0.955, H39 0.961
38 H -2.20636 -0.74912 -3.33421  O37 0.955
39 H -0.83117 -0.30885 -2.61424  O37 0.961

Löwdin population analysis, charges in e, atoms 1 to 5: -0.057, -0.014, 0.051, -0.050, 0.043

## R
A cluster of 13 separate species, H26O13 in total, computed with ωB97M-V/def2-TZVPD.

Values from the calculation:
HOMO = -10.045 eV
HOMO-LUMO gap = 9.167 eV

Last columns: bonded neighbours and bond lengths (Å).
Element x y z (Å)
1 O 1.98255 -2.14213 -2.95559  H2 0.986, H3 0.966
2 H 1.10771 -2.35211 -2.55294  O1 0.986
3 H 2.34683 -1.39830 -2.45810  O1 0.966
4 O 2.30181 1.02316 1.71120  H5 0.964, H6 0.963
5 H 2.21126 1.90760 2.08494  O4 0.964
6 H 3.21665 0.97108 1.41360  O4 0.963
7 O -1.54156 1.54194 -0.95622  H8 0.968, H9 0.966
8 H -1.08688 2.27616 -0.51794  O7 0.968
9 H -1.51751 1.76512 -1.89581  O7 0.966
10 O 1.99899 -3.78643 0.70503  H11 0.963, H12 0.963
11 H 1.36879 -4.48730 0.90429  O10 0.963
12 H 1.45939 -3.06530 0.36536  O10 0.963
13 O 3.52444 -0.03016 -1.75414  H14 0.961, H15 0.966
14 H 3.92024 0.78394 -2.07686  O13 0.961
15 H 4.17968 -0.40640 -1.15219  O13 0.966
16 O -3.60047 -0.78157 -0.61382  H17 0.971, H18 0.963
17 H -2.79445 -0.24633 -0.68982  O16 0.971
18 H -3.71242 -1.17838 -1.48428  O16 0.963
19 O -0.25473 -0.77524 0.44276  H20 0.973, H21 0.966
20 H 0.68447 -0.54370 0.34248  O19 0.973
21 H -0.69860 0.06847 0.59901  O19 0.966
22 O 2.05847 2.62269 -1.12943  H23 0.966, H24 0.964
23 H 2.60050 3.26189 -0.64879  O22 0.966
24 H 2.49394 2.52635 -1.98390  O22 0.964
25 O -3.32709 -0.87675 2.24611  H26 0.976, H27 0.970
26 H -3.36660 -0.90435 1.27144  O25 0.976
27 H -2.71211 -1.58363 2.49557  O25 0.970
28 O -3.73664 2.33092 0.95050  H29 0.967, H30 0.964
29 H -2.95493 2.16190 0.40710  O28 0.967
30 H -3.46209 3.00568 1.58126  O28 0.964
31 O -0.54899 -2.46483 -1.78710  H32 0.986, H33 0.965
32 H -0.47863 -2.00843 -0.91618  O31 0.986
33 H -1.02245 -3.28093 -1.58503  O31 0.965
34 O 0.01443 3.92843 0.37272  H35 0.974, H36 0.963
35 H 0.51616 3.34512 -0.22478  O34 0.974
36 H 0.66330 4.53267 0.74875  O34 0.963
37 O -0.74326 -2.28441 2.90661  H38 0.974, H39 0.963
38 H -0.55178 -1.70209 2.14982  O37 0.974
39 H -0.53842 -1.75437 3.68439  O37 0.963

Löwdin population analysis, charges in e, atoms 1 to 5: -0.094, -0.010, -0.031, -0.045, 0.038

Which of them is most stable, and which least? Most stable: Q; least stable: P.